1.
8
Properties=species:S:1:pos:R:3:mulliken_charge:R:1 method="wB97M-V/def2-TZVPD" fmax_ev_per_a=5.1 lumo_energy_ev="-8.509 / -8.745" energy_ev=-5661.531 homo_lumo_gap_ev="7.96 / 7.48" total_charge=+1 homo_energy_ev="-16.468 / -16.229"
C 0.4109 0.4917 -0.6049 0.1285
C -0.6889 -0.2499 -0.1406 -0.3056
N 1.5594 0.5024 -0.8412 0.5832
O 2.6568 0.9416 -1.0255 -0.3528
H -0.9434 -0.3930 1.9817 0.5319
H -0.8413 -0.0064 1.1637 -0.3067
H -0.4906 -1.2962 -0.0345 0.3815
H -1.6629 0.0097 -0.4988 0.3400

***

2.
53
Properties=species:S:1:pos:R:3:mulliken_charge:R:1 method="wB97M-V/def2-TZVPD" fmax_ev_per_a=2.2 lumo_energy_ev=-0.432 energy_ev=-664249.446 homo_lumo_gap_ev=8.76 total_charge=0 homo_energy_ev=-9.194
C -1.7944 -13.2426 11.4520 0.1605
O -1.8429 -12.0483 11.2481 -0.5766
N -0.6341 -13.8909 11.7223 0.1532
C -0.6287 -15.3342 11.8805 -0.9487
C 0.6302 -13.2251 11.6298 -0.8736
H -2.6710 -13.8999 11.4440 0.3116
H -0.7570 -15.6600 12.9180 0.2814
H 0.2473 -15.8062 11.4455 0.3244
H -1.5227 -15.7297 11.3875 0.2978
H 0.4615 -12.1921 11.3335 0.3080
H 1.1759 -13.2062 12.5812 0.3177
H 1.3450 -13.6904 10.9454 0.2270
C -1.1711 -18.0534 2.8264 -0.3566
Br -0.8544 -17.6576 4.6852 0.1112
Br -2.4391 -16.8316 2.0664 0.0049
Br -1.7801 -19.8973 2.6111 -0.0188
H -0.2570 -17.9761 2.2559 0.3281
C 1.0146 -16.3575 7.3598 -0.0957
Br 1.0678 -14.5766 8.2092 0.0057
Br -0.3657 -17.3253 8.3969 -0.0568
Br 2.7239 -17.2257 7.4508 0.0268
H 0.7573 -16.1513 6.3309 0.0159
C 4.0242 -14.5932 4.1645 -0.3424
Br 4.0228 -13.4982 2.5806 -0.0364
Br 2.4780 -15.8117 4.0452 0.0097
Br 3.9453 -13.4321 5.7492 -0.0171
H 4.9463 -15.1513 4.2259 0.4131
C 2.9116 -20.6497 9.0781 -0.2175
C 3.0363 -20.6808 10.5991 -0.3062
O 3.5090 -21.9552 11.0159 -0.3157
P 5.0743 -22.2393 11.0225 0.8922
O 5.9343 -21.0625 10.9954 -0.7035
O 5.1458 -23.2168 12.2799 -0.3365
C 6.3857 -23.8111 12.7014 -0.1178
C 6.5086 -23.6639 14.2131 -1.2594
O 5.2202 -23.2650 9.7769 -0.2691
C 6.4526 -23.2417 9.0553 -0.0702
C 6.3770 -24.1488 7.8628 -1.2578
H 2.1334 -21.2965 8.6726 0.2755
H 2.7724 -19.7070 8.5442 -0.2510
H 3.8708 -21.0210 8.6976 0.1698
H 3.5464 -19.8579 11.0995 0.3135
H 2.0207 -20.5903 11.0040 0.2753
H 6.3131 -24.8565 12.4131 0.2789
H 7.2328 -23.3097 12.2295 0.3310
H 5.7502 -24.3253 14.6357 0.3025
H 7.4923 -23.9952 14.5501 0.3614
H 6.3786 -22.6609 14.6121 0.3234
H 6.7089 -22.2100 8.7951 0.3523
H 7.3204 -23.5209 9.6719 0.2696
H 7.2675 -24.0700 7.2438 0.3844
H 6.1266 -25.1745 8.1237 0.2974
H 5.5517 -23.7733 7.2449 0.3034